1.
{"formula": "C5H10O", "method": "the ωB97M-V functional and the def2-TZVPD basis", "elements": ["O", "C", "C", "C", "C", "C", "H", "H", "H", "H", "H", "H", "H", "H", "H", "H"], "positions_angstrom": [[-1.43065, -1.41054, -1.67242], [-1.27972, -0.10280, -1.15391], [0.09520, 0.09773, -0.54747], [0.36033, 1.30372, 0.38104], [1.22226, 0.37349, 1.26274], [0.49189, -0.82852, 0.62719], [-1.21501, -2.02089, -0.95469], [-1.44383, 0.57765, -1.99603], [-2.05327, 0.11594, -0.39707], [0.85584, 0.04288, -1.33543], [-0.55776, 1.60459, 0.90086], [0.83104, 2.19348, -0.04731], [2.27406, 0.40181, 0.95998], [1.16472, 0.49017, 2.34879], [-0.38871, -1.11043, 1.22079], [1.07362, -1.72826, 0.40295]], "mulliken_charge": [-0.51, -0.72, 0.31, -0.70, -0.51, -0.78, 0.32, 0.31, 0.31, 0.22, 0.24, 0.32, 0.23, 0.31, 0.31, 0.32], "smiles": "OCC1CCC1", "largest_force_ev_per_a": 0.39, "relative_energy_kcal_mol": 24.0, "lumo_ev": 1.065, "homo_energy_ev": -10.162, "charge": 0}

2.
{"formula": "C7H12S3", "method": "the ωB97M-V functional and the def2-TZVPD basis", "elements": ["C", "C", "C", "C", "C", "C", "C", "S", "S", "S", "H", "H", "H", "H", "H", "H", "H", "H", "H", "H", "H", "H"], "positions_angstrom": [[-0.16649, -1.00081, 1.35304], [-0.58580, 0.23204, 0.62934], [-1.15091, -1.55793, 2.37123], [-0.97916, 0.18595, -2.33122], [1.55198, 1.45251, 0.39485], [0.37713, 0.22191, -1.57817], [0.31118, 0.95918, -0.30405], [-2.20446, 1.18628, 0.55407], [1.27502, -1.93097, 1.34366], [2.77593, -1.64876, 0.16004], [-0.73047, -1.37514, 3.35860], [-1.22526, -2.70164, 2.20616], [-2.09697, -1.01097, 2.14006], [-1.38780, 1.18223, -2.31353], [-1.71012, -0.41865, -1.86551], [-0.97393, -0.16287, -3.33957], [1.25675, 1.72614, 1.43296], [1.79453, 2.36698, -0.20878], [2.29675, 0.75869, 0.41478], [0.75236, -0.90321, -1.50496], [1.09402, 0.63939, -2.37964], [-0.27430, 1.79967, -0.53337]], "mulliken_charge": [0.60, -0.08, -1.19, -1.47, -1.53, -0.05, 0.06, -0.16, 0.10, -0.25, 0.32, 0.35, 0.30, 0.36, 0.35, 0.41, 0.33, 0.40, 0.28, 0.05, 0.33, 0.50], "largest_force_ev_per_a": 5.34, "relative_energy_kcal_mol": 34.5, "lumo_ev": [-2.709, -2.708], "homo_energy_ev": [-8.584, -8.586], "charge": 0}

3.
{"formula": "C3H2I2", "method": "the ωB97M-V functional and the def2-TZVPD basis", "elements": ["C", "C", "C", "I", "I", "H", "H"], "positions_angstrom": [[-0.39200, -0.50524, 0.35666], [-0.78135, -1.90103, 0.82024], [0.61450, 0.32560, -0.20582], [0.37734, -2.28952, 2.42840], [0.49719, 2.15019, -1.11360], [-1.44867, -0.08940, 0.49390], [1.58465, -0.12737, -0.23455]], "mulliken_charge": [-0.04, -0.38, -0.45, 0.17, 0.13, 0.22, 0.35], "largest_force_ev_per_a": 4.92, "relative_energy_kcal_mol": 57.1, "lumo_ev": -1.403, "homo_energy_ev": -8.711, "charge": 0}

Repeat the second record exactly.
{"formula": "C7H12S3", "method": "the ωB97M-V functional and the def2-TZVPD basis", "elements": ["C", "C", "C", "C", "C", "C", "C", "S", "S", "S", "H", "H", "H", "H", "H", "H", "H", "H", "H", "H", "H", "H"], "positions_angstrom": [[-0.16649, -1.00081, 1.35304], [-0.58580, 0.23204, 0.62934], [-1.15091, -1.55793, 2.37123], [-0.97916, 0.18595, -2.33122], [1.55198, 1.45251, 0.39485], [0.37713, 0.22191, -1.57817], [0.31118, 0.95918, -0.30405], [-2.20446, 1.18628, 0.55407], [1.27502, -1.93097, 1.34366], [2.77593, -1.64876, 0.16004], [-0.73047, -1.37514, 3.35860], [-1.22526, -2.70164, 2.20616], [-2.09697, -1.01097, 2.14006], [-1.38780, 1.18223, -2.31353], [-1.71012, -0.41865, -1.86551], [-0.97393, -0.16287, -3.33957], [1.25675, 1.72614, 1.43296], [1.79453, 2.36698, -0.20878], [2.29675, 0.75869, 0.41478], [0.75236, -0.90321, -1.50496], [1.09402, 0.63939, -2.37964], [-0.27430, 1.79967, -0.53337]], "mulliken_charge": [0.60, -0.08, -1.19, -1.47, -1.53, -0.05, 0.06, -0.16, 0.10, -0.25, 0.32, 0.35, 0.30, 0.36, 0.35, 0.41, 0.33, 0.40, 0.28, 0.05, 0.33, 0.50], "largest_force_ev_per_a": 5.34, "relative_energy_kcal_mol": 34.5, "lumo_ev": [-2.709, -2.708], "homo_energy_ev": [-8.584, -8.586], "charge": 0}

Q: Number 3 is which compound?
A: C3H2I2

Copy entry 2 word for word.
{"formula": "C7H12S3", "method": "the ωB97M-V functional and the def2-TZVPD basis", "elements": ["C", "C", "C", "C", "C", "C", "C", "S", "S", "S", "H", "H", "H", "H", "H", "H", "H", "H", "H", "H", "H", "H"], "positions_angstrom": [[-0.16649, -1.00081, 1.35304], [-0.58580, 0.23204, 0.62934], [-1.15091, -1.55793, 2.37123], [-0.97916, 0.18595, -2.33122], [1.55198, 1.45251, 0.39485], [0.37713, 0.22191, -1.57817], [0.31118, 0.95918, -0.30405], [-2.20446, 1.18628, 0.55407], [1.27502, -1.93097, 1.34366], [2.77593, -1.64876, 0.16004], [-0.73047, -1.37514, 3.35860], [-1.22526, -2.70164, 2.20616], [-2.09697, -1.01097, 2.14006], [-1.38780, 1.18223, -2.31353], [-1.71012, -0.41865, -1.86551], [-0.97393, -0.16287, -3.33957], [1.25675, 1.72614, 1.43296], [1.79453, 2.36698, -0.20878], [2.29675, 0.75869, 0.41478], [0.75236, -0.90321, -1.50496], [1.09402, 0.63939, -2.37964], [-0.27430, 1.79967, -0.53337]], "mulliken_charge": [0.60, -0.08, -1.19, -1.47, -1.53, -0.05, 0.06, -0.16, 0.10, -0.25, 0.32, 0.35, 0.30, 0.36, 0.35, 0.41, 0.33, 0.40, 0.28, 0.05, 0.33, 0.50], "largest_force_ev_per_a": 5.34, "relative_energy_kcal_mol": 34.5, "lumo_ev": [-2.709, -2.708], "homo_energy_ev": [-8.584, -8.586], "charge": 0}